Entry from the Open Molecules 2025 dataset: a structure of composition Cl4HfO16 at a distorted geometry (the ωB97M-V functional and the def2-TZVPD basis).

Cartesian coordinates (Å):
Hf (-1.241143, -0.455376, 0.750745)
Cl (-1.708845, -0.064910, -2.727297)
O (-2.610142, 1.074045, -3.115585)
O (-0.297236, 0.129194, -3.090059)
O (-1.800174, -0.185039, -1.205651)
O (-2.256996, -1.217373, -3.395281)
Cl (0.492898, -2.090178, -0.577196)
O (0.107549, -2.312679, -1.944308)
O (-0.619466, -2.377106, 0.212191)
O (1.598337, -2.859637, -0.202287)
O (0.607753, -0.641675, -0.290459)
Cl (1.474114, -0.834484, 3.387330)
O (0.921245, -1.988008, 4.177065)
O (2.779329, -1.099142, 2.697967)
O (0.516034, -0.487086, 2.222429)
O (1.589016, 0.240439, 4.379310)
Cl (0.097640, 3.049067, -0.267971)
O (-0.381477, 1.764475, 0.325399)
O (-0.589076, 3.244431, -1.567667)
O (-0.267857, 4.087081, 0.736788)
O (1.588495, 3.023960, -0.505461)

Cartesian forces (eV/Å) of the 3 atoms listed first:
5.63 3.80 -2.49
-0.64 3.11 -7.65
2.73 -2.37 2.16

DFT total energy   -3091.41366 hartree
Max |F|   9.78 eV/A
HOMO   -10.739 eV
Kohn-Sham gap   5.74 eV

Mulliken population analysis, charges in e, atoms 1 to 4:
1 Hf 1.799
2 Cl 1.690
3 O -0.551
4 O -0.467

***

Entry from the Open Molecules 2025 dataset: the molecule Cl4N4 at a distorted geometry (the ωB97M-V functional and the def2-TZVPD basis).

Cartesian coordinates (Å):
Cl (-3.007496, -1.278483, 0.310845)
N (-1.414138, -1.065647, 0.685752)
N (-0.808087, -0.105391, 0.216240)
N (0.544183, 0.098433, 0.476279)
Cl (1.625470, -1.160077, 1.344388)
N (1.206703, 0.679557, -0.599758)
Cl (0.474167, 0.420064, -2.178660)
Cl (1.379198, 2.411546, -0.255086)

Cartesian forces (eV/Å) of the 3 atoms listed first:
-1.15 0.61 -0.54
3.65 -0.06 0.97
-0.54 -0.17 -0.34

SMILES   Cl/N=N/N(Cl)N(Cl)Cl
DFT total energy   -2059.54129 hartree
Relative energy (zero: lowest compared OMol25 entry of this formula, charge and spin)   1.008 eV
Max |F|   3.78 eV/A
HOMO   -10.076 eV
Kohn-Sham gap   8.53 eV

Mulliken population analysis, charges in e, atoms 1 to 4:
1 Cl -0.020
2 N -0.230
3 N 0.252
4 N 0.093

***

max |F| of number 2 (Cl4N4)? 3.78 eV/A